[1]
This record from OMol25 describes a molecular structure, C23H32ClN7O7PtS2Si at a distorted geometry. The level of theory is ωB97M-V/def2-TZVPD.

As for the spin multiplicity: 5. For the energy relative to the best compared isomer or geometry (same formula, charge and spin), the calculation gives 186.3 kJ/mol. As for the total energy: -3470.7021 Ha.

The geometry in XYZ format:
```
74
C23H32ClN7O7PtS2Si, DFT ωB97M-V/def2-TZVPD
Pt 0.621 0.698 1.508
C -2.354 -1.209 2.178
C -1.857 -1.961 0.966
C -3.028 -2.310 0.051
C -1.111 -3.218 1.390
O -0.917 -1.039 0.228
Si -0.495 -1.289 -1.340
S 1.157 0.066 -1.804
O 0.018 -2.802 -1.494
C 0.399 -3.665 -2.600
C 1.023 -2.870 -3.739
C 1.402 -4.642 -2.017
C -0.865 -4.375 -3.064
O -1.628 -0.992 -2.451
C -2.365 0.136 -2.985
C -3.661 -0.440 -3.533
C -1.538 0.746 -4.104
C -2.647 1.156 -1.894
H -3.150 -1.791 2.650
H -2.752 -0.229 1.900
H -1.560 -1.064 2.905
H -3.734 -2.927 0.606
H -2.704 -2.875 -0.832
H -3.544 -1.405 -0.283
H -1.794 -3.855 1.959
H -0.265 -2.965 2.028
H -0.743 -3.776 0.529
H 1.907 -2.325 -3.391
H 0.305 -2.155 -4.163
H 1.336 -3.550 -4.533
H 2.257 -4.101 -1.602
H 1.754 -5.328 -2.791
H 0.943 -5.221 -1.211
H -1.602 -3.643 -3.409
H -1.298 -4.948 -2.239
H -0.636 -5.060 -3.884
H -3.443 -1.240 -4.246
H -4.237 0.338 -4.041
H -4.268 -0.852 -2.722
H -1.328 -0.003 -4.872
H -0.585 1.125 -3.717
H -2.075 1.577 -4.565
H -3.222 0.707 -1.079
H -3.226 1.984 -2.309
H -1.722 1.562 -1.476
N -0.482 1.228 3.249
C 0.021 1.422 4.308
N 0.405 1.614 5.488
C 1.423 2.290 5.997
N 2.295 2.851 6.522
N 3.681 5.163 -0.544
C 2.711 4.561 -0.733
N 1.560 3.933 -0.966
C 0.972 2.957 -0.510
N 0.271 2.016 -0.178
S 4.515 3.087 2.977
C 3.514 1.828 2.413
N 2.267 2.140 2.212
C 2.033 3.494 2.512
C 0.815 4.175 2.416
C 0.783 5.511 2.754
C 1.938 6.179 3.189
C 3.141 5.520 3.289
C 3.176 4.171 2.942
H 3.905 0.833 2.248
H -0.078 3.648 2.112
H -0.153 6.053 2.694
H 1.880 7.227 3.458
H 4.035 6.029 3.629
O 1.491 -1.256 2.591
Cl 2.546 -1.615 1.614
O 3.838 -1.283 2.138
O 2.455 -2.991 1.254
O 2.276 -0.760 0.419
```

[2]
This record from OMol25 describes a molecular structure, C17H14Br2I2MnN3OS. The level of theory is ωB97M-V/def2-TZVPD.

As for the charge: +1. As for the spin multiplicity: 6. For the energy relative to the best compared isomer or geometry (same formula, charge and spin), the calculation gives 131.1 kJ/mol. As for the total energy: -8188.1943 Ha.

The geometry in XYZ format:
```
41
C17H14Br2I2MnN3OS, DFT ωB97M-V/def2-TZVPD
Mn -1.376 1.722 -0.254
C 0.551 -1.263 -1.014
C -0.897 -1.291 -1.402
C -1.424 -2.457 -1.992
C -2.721 -2.507 -2.410
C -3.549 -1.378 -2.251
C -4.908 -1.290 -2.650
Br -5.746 -2.756 -3.487
C -5.622 -0.150 -2.438
C -5.019 0.962 -1.808
Br -6.020 2.514 -1.512
C -3.719 0.910 -1.405
O -3.100 1.923 -0.761
C -2.969 -0.255 -1.640
N -1.653 -0.217 -1.225
H 1.052 -2.154 -1.383
H 0.670 -1.224 0.068
H 1.047 -0.387 -1.437
H -0.772 -3.310 -2.118
H -3.120 -3.402 -2.867
H -6.656 -0.086 -2.744
N 1.963 2.965 -0.052
C 1.866 1.920 0.774
S 0.348 1.260 1.237
N 3.006 1.389 1.209
C 3.320 0.246 2.021
C 4.591 -0.277 1.814
C 5.016 -1.375 2.540
C 4.173 -1.954 3.478
C 2.917 -1.412 3.693
C 2.479 -0.305 2.976
H 1.130 3.517 -0.233
H 2.840 3.454 -0.152
H 3.837 1.806 0.809
H 5.251 0.170 1.079
H 6.007 -1.776 2.371
H 4.502 -2.812 4.048
H 2.263 -1.841 4.441
H 1.516 0.122 3.200
I -1.183 4.284 -0.133
I 0.109 6.715 1.612
```

[3]
This record from OMol25 describes a molecular structure, C11H17Cl2NO2Os at a distorted geometry. The level of theory is ωB97M-V/def2-TZVPD.

As for the charge: -2. As for the spin multiplicity: 5. For the energy relative to the best compared isomer or geometry (same formula, charge and spin), the calculation gives 48.4 kJ/mol. As for the total energy: -1645.4661 Ha.

The geometry in XYZ format:
```
34
C11H17Cl2NO2Os, DFT ωB97M-V/def2-TZVPD
C 0.307 -1.019 -1.534
C 1.257 0.149 -1.826
C 0.368 1.261 -2.195
C 2.687 0.025 -2.178
C -0.978 0.849 -2.136
C -1.033 -0.495 -1.736
C -2.201 -1.368 -1.633
C 0.667 -2.431 -1.792
C 0.891 2.575 -2.714
C -2.139 1.729 -2.432
Os 0.871 0.315 0.120
Cl 2.069 1.886 0.803
Cl 2.217 -1.615 0.748
O -0.989 1.008 0.533
H 3.037 -0.980 -1.990
H 3.279 0.731 -1.580
H 2.824 0.278 -3.221
H 1.714 2.896 -2.072
H 0.110 3.312 -2.703
H 1.283 2.483 -3.737
H -1.928 2.768 -2.109
H -3.039 1.362 -1.928
H -2.374 1.776 -3.521
H -3.134 -0.758 -1.696
H -2.049 -1.891 -0.602
H -2.277 -2.058 -2.514
H 1.695 -2.649 -1.475
H 0.572 -2.658 -2.858
H -0.040 -3.043 -1.218
H -0.987 1.928 0.843
O -1.958 -2.911 0.917
H -0.954 -2.936 1.159
N 0.000 -0.337 3.294
C 0.232 -0.184 2.171
```

[4]
This record from OMol25 describes 2 unconnected molecules or ions with the total composition C4H9O2S. The level of theory is ωB97M-V/def2-TZVPD.

As for the charge: -1. As for the spin multiplicity: 1. For the energy relative to the best compared isomer or geometry (same formula, charge and spin), the calculation gives 39.5 kJ/mol. As for the total energy: -706.5329 Ha.

The geometry in XYZ format:
```
16
C4H9O2S, DFT ωB97M-V/def2-TZVPD
C 1.880 0.390 -1.511
C 0.886 0.339 -0.365
S 0.457 1.981 0.280
C -0.880 1.477 1.392
H 2.085 -0.640 -1.811
H 2.821 0.879 -1.246
H 1.430 0.897 -2.367
H 1.217 -0.285 0.464
H -0.030 -0.110 -0.744
H -1.489 0.717 0.901
H -0.504 1.073 2.330
H -1.477 2.371 1.575
O -1.518 -1.714 0.821
C -1.120 -2.533 -0.037
O -0.424 -2.330 -1.056
H -1.458 -3.599 0.111
```